# 1
The following is a DFT calculation (ωB97M-V with the def2-TZVPD basis set) of C5H4B4F24LiO as an isolated structure in a non-equilibrium geometry.

Computed properties:
HOMO level = -3.4281 eV
LUMO level = 4.11 eV
spin multiplicity = 1
calculated total energy = -75452.939 eV
energy above the lowest of the compared OMol25 structures with the same formula, charge and spin = 3.3072 eV
net charge = -3

Atoms and positions in Å:
Li -3.29653 -1.04714 -1.08557
B -1.93894 -1.33767 3.56113
F -3.10303 -1.56569 4.30337
F -0.93908 -2.17126 4.02513
F -2.02423 -1.56015 2.21003
F -1.53477 -0.07858 3.92922
B -3.90052 -5.58812 0.08272
F -2.83519 -5.44975 -0.80466
F -4.59692 -4.41047 0.20959
F -4.72436 -6.53297 -0.41380
F -3.46543 -6.13082 1.27954
B -4.82918 2.16726 -2.05099
F -6.02873 2.25983 -2.72074
F -3.97118 1.59929 -2.88651
F -4.40459 3.36726 -1.74701
F -5.02916 1.38237 -0.94902
B -6.19082 -2.79286 -4.19293
F -6.69092 -2.15780 -3.12766
F -6.40147 -4.15798 -4.18349
F -6.70794 -2.33147 -5.34689
F -4.91804 -2.60518 -4.14506
C 4.19779 1.85186 0.98199
C 4.14621 1.33766 -0.46871
C 2.93070 0.48100 -0.79657
F 1.89290 1.09277 -0.25603
F 2.57277 0.28381 -2.08270
F 3.94650 2.42297 -1.28782
F 5.30877 0.77328 -0.75496
O 4.92509 3.03285 1.27698
C 6.19712 2.86469 1.78351
C 6.79996 4.18141 2.20588
F 8.01608 4.08631 2.71373
F 6.72584 5.17578 1.33901
F 6.11090 2.07517 2.85987
F 6.96080 2.16885 0.91447
H 4.21792 1.00517 1.66815
H 3.23804 2.31392 1.21324
H 3.05185 -0.51444 -0.36932
H 6.29196 4.50884 3.11297

# 2
The following is a DFT calculation (ωB97M-V with the def2-TZVPD basis set) of C44H61LaN6PS3 as an isolated structure in a non-equilibrium geometry.

Computed properties:
HOMO level = -10.2858 eV
LUMO level = -3.19 eV
spin multiplicity = 1
calculated total energy = -98211.158 eV
energy above the lowest of the compared OMol25 structures with the same formula, charge and spin = 0.1338 eV
net charge = +1

Atoms and positions in Å:
La -0.65896 -0.36923 -0.82688
C -2.38514 -5.32093 -3.36837
S -1.28033 -5.19683 -1.93686
C -0.62102 -3.60402 -2.11738
S 0.37964 -3.07645 -0.84865
N -0.85350 -2.95423 -3.22330
N -0.62730 -1.64551 -3.27472
C -0.50899 -1.09771 -4.43914
C -0.48418 0.33541 -4.56959
C -0.59250 0.91251 -5.84271
C -0.60616 2.28512 -5.97528
C -0.50616 3.05855 -4.82641
C -0.41269 2.40813 -3.60649
N -0.38834 1.08944 -3.45445
H -2.74537 -6.34321 -3.37782
H -1.82409 -5.09899 -4.27032
H -3.21270 -4.62658 -3.25828
H -0.49020 -1.69977 -5.34507
H -0.68700 0.27138 -6.70535
H -0.69871 2.74057 -6.95057
H -0.51301 4.13614 -4.86936
H -0.34280 2.98299 -2.69648
C 2.68848 5.15090 -0.64269
C 2.57037 3.67735 -1.04761
C 3.96483 3.07336 -1.19679
C 1.68745 2.96720 -0.04881
C 2.16370 2.32356 1.08096
C 1.30812 1.76718 2.02392
C 1.94314 1.31034 3.32198
C 2.27067 2.53859 4.18036
C 3.23689 0.51459 3.09835
C -0.08953 1.78899 1.82609
C -0.59927 2.51973 0.72739
C 0.31029 3.06500 -0.18168
C -2.01812 3.04647 0.53717
C -3.18258 2.20067 1.03170
C -2.10813 4.44764 1.16224
C -0.96814 1.37577 2.96406
C -1.16478 2.40432 3.88966
C -1.91090 2.23185 5.03685
C -2.46759 0.99199 5.29775
C -2.27882 -0.03729 4.39768
C -1.54785 0.12038 3.21797
P -1.47970 -1.30667 2.04481
C -3.23421 -2.08994 2.02148
C -3.22852 -2.99069 0.77707
C -3.69365 -2.93142 3.21590
C -4.27401 -0.98524 1.81646
C -0.29205 -2.53110 2.91633
C 1.08838 -2.01717 2.51124
C -0.40747 -2.52091 4.44032
C -0.42463 -3.96173 2.39691
H 3.33580 5.67890 -1.33885
H 3.11539 5.22832 0.35428
H 1.71463 5.63502 -0.63846
H 2.07229 3.63290 -2.02428
H 4.56924 3.27890 -0.31841
H 4.46777 3.51372 -2.05612
H 3.91033 1.99663 -1.33443
H 3.22403 2.28160 1.26134
H 1.23204 0.70365 3.89090
H 2.89329 3.23725 3.62601
H 2.80859 2.21752 5.06898
H 1.36835 3.05537 4.49318
H 4.08301 1.18807 2.99111
H 3.18069 -0.10628 2.20861
H 3.43676 -0.12425 3.95498
H -0.08679 3.70492 -0.95855
H -2.16163 3.17058 -0.54553
H -3.16093 2.05872 2.10716
H -3.18805 1.23340 0.53292
H -4.11165 2.70854 0.77892
H -2.16064 4.38618 2.24568
H -3.00922 4.94380 0.81021
H -1.25130 5.05704 0.88528
H -0.72510 3.36821 3.67439
H -2.05723 3.05632 5.71733
H -3.04466 0.82499 6.19409
H -2.71227 -0.99502 4.62075
H -2.55151 -3.83284 0.88830
H -2.94097 -2.43135 -0.11869
H -4.22724 -3.38760 0.60254
H -2.97833 -3.69310 3.50324
H -4.61463 -3.43882 2.92743
H -3.93235 -2.32103 4.08169
H -4.18451 -0.53695 0.83006
H -4.19665 -0.20996 2.57655
H -5.27255 -1.41462 1.88381
H 1.22200 -1.00137 2.85801
H 1.21955 -2.04916 1.42907
H 1.86851 -2.63613 2.94888
H -0.21774 -1.53637 4.86219
H 0.34082 -3.19889 4.84762
H -1.38041 -2.86454 4.77978
H -0.31904 -3.99373 1.31531
H -1.35456 -4.44254 2.68268
H 0.38577 -4.55233 2.82169
N -3.98846 -0.20681 -1.96893
C -2.90412 -0.18935 -1.57746
C 3.11062 -0.43116 -5.91616
C 3.07548 -1.12628 -4.60246
C 3.42657 -2.43880 -4.41318
C 3.38714 -2.97051 -3.10272
N 3.01090 -2.23083 -2.08108
C 2.65318 -0.97245 -2.26055
S 2.22761 0.02923 -0.98358
N 2.69872 -0.41322 -3.51940
C 3.76214 -4.37428 -2.81074
H 3.18018 -1.15099 -6.72630
H 3.98575 0.21875 -5.96021
H 2.22270 0.18496 -6.05535
H 3.74152 -3.04486 -5.24597
H 2.43479 0.56442 -3.60228
H 3.99351 -4.93024 -3.71436
H 2.94637 -4.85457 -2.27097
H 4.62363 -4.38719 -2.14354

# 3
The following is a DFT calculation (ωB97M-V with the def2-TZVPD basis set) of C34H63Cl2N5O8PSSbSi3Ti as an isolated structure.

Computed properties:
HOMO level = -8.1701 eV
LUMO level = -0.40 eV
spin multiplicity = 1
calculated total energy = -158573.582 eV
energy above the lowest of the compared OMol25 structures with the same formula, charge and spin = 0.7832 eV
net charge = 0

Atoms and positions in Å:
Ti -0.29546 -0.02970 0.33665
C 2.18369 -4.00894 -1.60996
Sb 0.44357 -2.98338 -0.84387
C 1.22332 -0.92562 -0.81025
C 2.47653 -0.56576 -0.10376
C 3.74551 -1.09810 -0.33143
C 4.82423 -0.58635 0.36464
C 4.62138 0.43400 1.28362
C 3.33484 0.91831 1.45006
N 2.29936 0.44641 0.75654
Si 1.41093 -0.20117 -2.58215
C 3.07139 -0.64638 -3.36761
C 1.47584 1.65791 -2.39283
C 0.14500 -0.74661 -3.84417
C 0.37424 -3.67422 1.29311
C 0.17962 -2.59933 2.32429
C -0.26058 -2.96087 3.60384
C -0.22355 -2.06829 4.65186
C 0.28707 -0.79913 4.43386
C 0.61763 -0.46535 3.14183
N 0.51325 -1.30639 2.09403
Si 1.97673 -4.57541 1.87830
C 2.37856 -6.10146 0.85520
C 1.92325 -5.17567 3.66450
C 3.45639 -3.42742 1.92075
Si -1.07614 -4.96618 1.29948
C -1.09979 -5.88413 -0.34265
C -0.96071 -6.33528 2.59708
C -2.73009 -4.15656 1.64038
H 2.47215 -3.46240 -2.50567
H 1.87633 -5.00837 -1.91635
H 3.03572 -4.07903 -0.94020
H 3.87412 -1.89937 -1.04420
H 5.81655 -0.98888 0.20084
H 5.43797 0.85719 1.85206
H 3.12187 1.74138 2.12429
H 3.92878 -0.24568 -2.82698
H 3.06228 -0.17125 -4.35410
H 3.23223 -1.71117 -3.53657
H 2.36283 1.93340 -1.81673
H 0.59182 2.08568 -1.91272
H 1.57468 2.11081 -3.38508
H -0.04728 -1.82193 -3.83022
H -0.81243 -0.24579 -3.72784
H 0.55403 -0.49950 -4.82853
H -0.60174 -3.97102 3.77516
H -0.56961 -2.36873 5.63294
H 0.37741 -0.06511 5.22099
H 0.95410 0.53328 2.90213
H 1.77248 -6.95739 1.15136
H 3.42178 -6.35870 1.06380
H 2.28333 -5.98120 -0.22056
H 1.06215 -5.77359 3.95345
H 2.02334 -4.34624 4.36605
H 2.81278 -5.80473 3.77939
H 3.95516 -3.29035 0.96478
H 4.18333 -3.86470 2.61186
H 3.19218 -2.43926 2.30493
H -0.10762 -6.21427 -0.66150
H -1.54285 -5.29891 -1.14842
H -1.70947 -6.78269 -0.21267
H -0.05618 -6.93916 2.59465
H -1.79900 -7.00030 2.36424
H -1.12896 -5.97204 3.61300
H -3.39219 -4.24819 0.77698
H -2.66362 -3.09731 1.87766
H -3.21408 -4.66245 2.47943
O -3.87745 -1.53773 0.17817
C -2.75278 -1.26431 -0.11386
O -1.68592 -1.33057 0.67715
C -2.32058 -0.68688 -1.47371
O -2.80436 -0.95478 -2.53037
O -1.31144 0.15555 -1.24750
C 3.93221 4.01119 -0.04114
S 2.36101 4.14573 0.83201
C 2.17664 5.92054 0.58324
O 2.68214 3.98214 2.27980
H 4.64805 4.70523 0.39957
H 3.77655 4.21723 -1.10044
H 4.28035 2.98672 0.08425
H 2.11520 6.14318 -0.48208
H 3.02943 6.42035 1.04231
H 1.25727 6.21891 1.08207
C -1.43301 6.04362 -1.42858
N -2.63656 5.23360 -1.40518
C -3.85852 5.98777 -1.60272
P -2.50743 3.60217 -1.73867
O -1.14845 3.14422 -1.37759
N -3.84460 3.00140 -0.97088
C -4.14737 3.36680 0.40503
C -4.51009 1.77368 -1.38964
N -2.82566 3.22727 -3.32652
C -1.73672 2.89536 -4.22899
C -4.05183 3.62108 -3.99142
H -1.50428 6.82957 -0.66938
H -1.28067 6.53057 -2.40124
H -0.57733 5.41095 -1.21010
H -3.92964 6.77569 -0.84676
H -4.72608 5.33918 -1.49684
H -3.89899 6.46625 -2.58944
H -3.65441 4.29910 0.66858
H -3.82438 2.58495 1.10179
H -5.22781 3.49270 0.52392
H -4.06799 1.37993 -2.30013
H -5.57519 1.95932 -1.56462
H -4.43404 1.00965 -0.61108
H -0.87642 2.56920 -3.65230
H -1.44855 3.75273 -4.85070
H -2.04474 2.08271 -4.89372
H -4.83723 3.81585 -3.26355
H -4.39381 2.81604 -4.64851
H -3.91338 4.52033 -4.60389
Cl -0.12488 3.10643 4.20814
C -1.30301 3.15215 2.87778
Cl -1.02788 4.53831 1.82461
C -1.21783 1.81118 2.15029
O -2.00970 0.93761 2.44539
O -0.26846 1.68219 1.27123
H -2.28976 3.24694 3.31317